No. 1
The following is a DFT calculation (ωB97M-V/def2-TZVPD) of a molecular structure, C18H31F4N6Sn.

Geometry as XYZ:
```
60
Properties=species:S:1:pos:R:3:forces:R:3:nbo_charge:R:1
Sn 0.101 0.956 0.762 -0.095 -0.356 0.912 1.438
C -0.207 -4.190 -0.436 -0.265 -0.122 -0.205 -0.610
C -1.631 -3.843 -0.896 0.149 -0.017 0.116 -0.237
N -1.962 -2.439 -0.689 1.356 0.446 0.556 -0.444
C -2.871 -2.082 0.386 -0.431 -0.397 -0.052 -0.208
C -2.520 -2.683 1.742 0.011 0.159 -0.111 -0.605
C -1.917 -1.527 -1.795 -0.534 -0.199 -0.164 -0.202
C -0.728 -1.712 -2.723 -0.610 0.027 0.006 -0.326
N 0.407 -1.023 -2.199 0.783 -0.037 -0.308 -0.182
C 1.531 -0.910 -2.849 -0.488 -0.111 0.314 0.077
C 2.574 -0.128 -2.233 0.352 0.406 0.330 0.402
F 2.294 0.517 -1.098 0.162 -0.261 -0.316 -0.286
C 3.823 -0.029 -2.767 -0.088 0.086 0.222 0.315
F 4.745 0.671 -2.143 0.054 0.063 -0.048 -0.247
C 4.133 -0.680 -3.972 -0.306 -0.101 0.057 -0.079
C 3.170 -1.453 -4.613 0.044 0.066 -0.055 0.317
F 3.463 -2.087 -5.719 0.010 -0.025 -0.074 -0.229
C 1.898 -1.562 -4.092 0.139 -0.202 -0.286 0.454
F 1.028 -2.310 -4.694 -0.111 -0.010 -0.054 -0.216
H 0.007 -5.239 -0.640 0.051 0.011 0.054 0.254
H -0.104 -4.029 0.638 0.023 -0.005 0.040 0.201
H 0.539 -3.589 -0.966 0.027 0.026 0.030 0.169
H -2.325 -4.460 -0.326 -0.127 -0.028 -0.150 0.233
H -1.759 -4.118 -1.944 -0.152 -0.080 0.021 0.206
H -3.895 -2.400 0.135 -0.001 0.152 0.015 0.208
H -2.883 -0.991 0.463 -0.053 0.021 -0.044 0.181
H -2.477 -3.770 1.719 0.023 -0.016 0.015 0.234
H -3.293 -2.411 2.460 0.017 -0.011 0.033 0.238
H -1.565 -2.302 2.113 -0.071 -0.091 0.031 0.160
H -1.864 -0.507 -1.397 -0.160 0.039 -0.134 0.194
H -2.830 -1.587 -2.412 0.063 0.080 -0.065 0.219
H -0.988 -1.325 -3.720 0.177 0.025 0.027 0.275
H -0.514 -2.773 -2.893 0.121 0.022 0.007 0.274
H 5.127 -0.589 -4.400 0.025 -0.010 0.003 0.308
N 0.784 -1.216 1.421 0.060 0.476 -0.070 -0.910
C 2.224 -1.450 1.732 0.167 0.079 0.182 -0.228
C 2.691 -0.610 2.914 -0.073 0.144 -0.264 -0.439
C 2.980 0.847 2.578 0.175 -0.341 0.103 -0.229
N 1.738 1.645 2.359 -0.255 -0.005 -0.157 -0.896
H 0.243 -1.475 2.246 -0.089 0.024 -0.086 0.415
H 0.497 -1.856 0.680 -0.245 -0.003 -0.018 0.429
H 2.814 -1.207 0.847 -0.028 -0.056 -0.031 0.199
H 2.378 -2.505 1.959 -0.096 -0.014 -0.089 0.237
H 3.619 -1.044 3.286 -0.044 -0.026 0.085 0.273
H 1.954 -0.669 3.722 0.115 -0.074 0.105 0.216
H 3.596 0.909 1.680 -0.042 0.068 -0.020 0.213
H 3.553 1.286 3.396 -0.062 0.140 -0.057 0.242
H 2.027 2.596 2.129 -0.113 0.052 -0.030 0.423
H 1.255 1.726 3.254 -0.050 0.015 -0.020 0.412
C -2.821 1.820 5.529 0.050 0.120 0.314 -0.401
N -3.132 1.394 4.155 0.033 -0.014 -0.015 -0.414
C -4.553 1.255 3.796 -0.358 0.006 -0.130 -0.403
C -2.208 1.136 3.309 -0.045 0.049 -0.048 0.696
N -1.368 0.885 2.534 0.537 -0.073 -0.299 -0.733
H -3.245 1.108 6.235 0.025 -0.053 -0.070 0.241
H -3.261 2.800 5.713 -0.001 -0.004 -0.096 0.243
H -1.746 1.882 5.676 0.002 -0.040 -0.044 0.223
H -5.012 0.481 4.411 0.082 -0.016 0.002 0.238
H -4.657 0.997 2.745 0.066 -0.026 0.013 0.226
H -5.065 2.199 3.975 0.091 0.024 0.020 0.244
```
Forces are in eV/Å.

Values from the calculation:
Kohn-Sham gap (spin up / spin down) in eV: 4.013 / 4.080
Net charge: +3
HOMO (spin up / spin down) in eV: -16.2 / -16.3
Lowest unoccupied orbital energy (spin up / spin down) in eV: -12.2 / -12.2

No. 2
The following is a DFT calculation (ωB97M-V/def2-TZVPD) of C18H31N3O2S2 in the gas phase.

Geometry as XYZ:
```
56
Properties=species:S:1:pos:R:3:forces:R:3:nbo_charge:R:1
C -2.191 -3.057 2.227 -0.011 0.070 -0.062 -0.644
C -2.417 -2.122 1.077 0.213 0.040 -0.075 -0.009
C -3.620 -1.444 0.942 0.024 0.120 -0.214 -0.186
C -3.841 -0.560 -0.102 -0.094 0.008 0.038 -0.184
C -2.846 -0.391 -1.041 -0.058 0.236 -0.357 -0.347
C -1.646 -1.064 -0.954 0.108 -0.093 -0.061 -0.199
C -1.402 -1.916 0.124 -0.577 0.500 -0.077 0.137
N -0.198 -2.593 0.265 -0.090 -0.194 0.186 -0.611
C 1.054 -2.268 -0.188 0.131 -0.023 0.119 0.301
N 1.286 -1.016 -0.599 -0.515 -0.059 0.077 -0.600
H 0.580 -0.311 -0.445 -0.028 -0.084 -0.020 0.406
C 2.565 -0.548 -1.092 0.592 0.082 -0.105 -0.046
C 2.315 0.545 -2.123 -0.016 -0.234 0.127 -0.618
H 1.776 1.381 -1.684 -0.055 0.176 0.008 0.204
H 3.261 0.908 -2.516 0.088 0.090 -0.027 0.219
H 1.722 0.158 -2.949 -0.051 -0.007 -0.091 0.222
H 3.046 -1.406 -1.576 -0.147 0.166 0.078 0.236
C 3.474 -0.100 0.065 -0.347 -0.003 -0.053 -0.403
H 3.666 -0.972 0.694 0.062 -0.028 -0.032 0.224
C 2.889 1.016 0.928 0.371 -0.199 0.015 -0.405
C 3.824 1.355 2.088 -0.335 0.348 -0.147 -0.383
H 3.934 0.479 2.731 0.077 -0.069 0.065 0.197
H 4.811 1.587 1.680 0.089 -0.048 0.007 0.198
C 3.355 2.544 2.934 0.169 -0.205 0.195 -0.210
C 4.452 2.943 3.918 -0.191 0.069 -0.232 -0.598
H 4.142 3.801 4.511 0.017 0.088 0.114 0.205
H 5.367 3.205 3.391 0.138 0.026 -0.010 0.206
H 4.671 2.120 4.595 0.050 -0.104 0.115 0.200
C 2.068 2.227 3.694 0.123 0.161 -0.247 -0.607
H 1.793 3.064 4.332 -0.082 0.057 0.090 0.208
H 2.207 1.349 4.322 0.002 -0.130 0.102 0.200
H 1.243 2.040 3.012 -0.143 -0.054 -0.015 0.205
H 3.164 3.391 2.265 0.013 -0.022 -0.017 0.190
H 1.922 0.699 1.322 -0.091 0.047 -0.007 0.193
H 2.735 1.914 0.326 -0.096 0.090 -0.004 0.195
H 4.428 0.222 -0.355 0.095 -0.007 -0.023 0.204
S 2.212 -3.449 -0.143 0.438 -0.479 -0.006 -0.269
H -0.231 -3.496 0.719 0.154 0.142 -0.151 0.427
H -0.932 -0.929 -1.750 0.132 -0.045 -0.033 0.248
S -3.087 0.751 -2.395 -0.242 -0.234 0.063 2.305
O -1.880 0.791 -3.178 -0.044 -0.285 0.018 -0.948
O -3.589 1.988 -1.874 -0.275 -0.035 0.072 -0.935
N -4.344 -0.001 -3.233 0.703 0.417 0.765 -0.658
C -5.107 0.907 -4.062 -0.100 0.444 -0.087 -0.428
H -6.068 0.451 -4.300 0.041 -0.010 0.019 0.206
H -5.265 1.815 -3.485 -0.188 0.067 -0.163 0.239
H -4.583 1.158 -4.991 -0.046 0.000 -0.022 0.185
C -3.879 -1.184 -3.918 0.221 -0.343 -0.179 -0.428
H -3.182 -0.938 -4.727 -0.049 -0.068 -0.012 0.198
H -4.734 -1.722 -4.325 -0.011 -0.007 0.057 0.210
H -3.369 -1.818 -3.194 0.010 -0.208 -0.111 0.214
H -4.760 -0.008 -0.199 -0.185 0.042 0.063 0.238
H -4.393 -1.601 1.680 -0.065 -0.011 0.085 0.217
H -2.101 -4.086 1.876 0.030 -0.119 0.054 0.220
H -1.276 -2.800 2.759 0.070 -0.036 0.060 0.231
H -3.022 -3.010 2.924 -0.031 -0.041 0.048 0.227
```
Forces are in eV/Å.

Values from the calculation:
SMILES: Cc1ccc(S(=O)(=O)N(C)C)cc1NC(=S)N[C@@H](C)CCCC(C)C
Kohn-Sham gap in eV: 8.656
Net charge: 0
HOMO in eV: -8.2
Lowest unoccupied orbital energy in eV: 0.5

No. 3
The following is a DFT calculation (ωB97M-V/def2-TZVPD) of C18H31N5O3S in the gas phase.

Geometry as XYZ:
```
58
Properties=species:S:1:pos:R:3:forces:R:3:nbo_charge:R:1
C 0.861 3.066 -2.124 -0.038 -0.004 0.052 -0.618
C 2.004 2.277 -2.741 -0.030 0.114 -0.009 -0.211
N 1.848 0.832 -2.642 -0.089 -0.042 -0.082 -0.447
C 2.863 0.176 -3.459 0.129 0.066 0.004 -0.217
C 2.787 -1.338 -3.374 0.052 -0.089 -0.138 -0.403
C 2.848 -1.819 -1.928 0.016 -0.044 -0.085 -0.421
C 1.762 -1.113 -1.154 -0.125 0.070 -0.140 0.107
O 1.832 -1.548 0.209 0.068 -0.095 0.233 -0.359
N 0.651 -1.333 0.888 0.099 -0.055 -0.379 -0.340
C 0.510 -0.297 1.751 0.085 0.241 0.246 0.671
O 1.334 0.590 1.880 -0.070 0.004 -0.182 -0.633
C -0.803 -0.343 2.518 -0.172 -0.353 -0.255 -0.325
C -1.725 0.790 2.060 -0.070 0.191 0.132 -0.212
N -1.812 0.981 0.618 0.260 -0.068 -0.070 -0.611
C -2.201 0.013 -0.243 -0.187 -0.071 0.136 0.686
O -2.528 -1.105 0.113 0.041 0.063 0.037 -0.634
C -2.221 0.434 -1.707 0.152 0.276 0.003 -0.533
C -3.246 -0.287 -2.509 -0.260 -0.228 -0.100 -0.234
C -3.082 -1.014 -3.653 0.329 0.092 0.024 -0.096
N -4.217 -1.540 -4.176 -0.436 0.044 0.194 -0.183
N -5.271 -1.264 -3.493 0.354 -0.032 -0.162 -0.352
S -4.901 -0.335 -2.157 -0.007 -0.023 -0.018 0.634
C -0.588 -0.393 4.048 0.017 0.098 0.222 -0.014
C 0.000 0.898 4.622 0.097 0.113 0.000 -0.625
C 0.362 -1.549 4.361 0.112 -0.120 -0.042 -0.614
C -1.929 -0.670 4.734 -0.130 -0.036 -0.032 -0.611
C 1.924 0.393 -1.256 0.007 0.080 0.150 -0.254
H 0.988 4.130 -2.328 0.023 -0.006 -0.002 0.219
H -0.092 2.754 -2.555 -0.021 -0.030 0.001 0.202
H 0.817 2.949 -1.040 -0.003 -0.001 -0.019 0.203
H 2.068 2.530 -3.801 0.013 -0.032 -0.010 0.197
H 2.957 2.592 -2.280 -0.015 -0.011 -0.025 0.164
H 2.725 0.494 -4.494 0.001 0.030 0.009 0.204
H 3.876 0.507 -3.155 -0.051 -0.036 0.029 0.160
H 1.867 -1.686 -3.854 -0.034 0.035 0.095 0.202
H 3.612 -1.768 -3.944 0.000 0.019 0.011 0.218
H 2.716 -2.900 -1.871 0.022 0.000 0.048 0.220
H 3.823 -1.569 -1.500 -0.021 -0.023 0.073 0.210
H 0.789 -1.402 -1.571 -0.058 0.005 0.075 0.170
H 0.019 -2.117 0.862 -0.076 0.055 0.049 0.398
H -1.312 -1.276 2.253 0.045 0.034 0.005 0.230
H -2.730 0.607 2.444 0.015 -0.059 0.009 0.212
H -1.386 1.736 2.477 0.036 -0.002 -0.056 0.218
H -1.507 1.863 0.242 0.001 -0.015 -0.011 0.404
H -2.394 1.511 -1.777 0.020 0.019 0.014 0.231
H -1.228 0.260 -2.128 0.053 -0.076 -0.033 0.261
H -2.138 -1.187 -4.150 -0.041 -0.013 -0.004 0.218
H -0.667 1.751 4.484 -0.013 -0.026 0.021 0.198
H 0.158 0.785 5.698 -0.052 -0.048 -0.008 0.209
H 0.957 1.140 4.163 -0.017 -0.014 -0.032 0.242
H -0.004 -2.491 3.943 -0.020 0.022 0.019 0.205
H 1.362 -1.367 3.959 -0.025 0.015 -0.008 0.220
H 0.461 -1.678 5.440 -0.016 0.013 0.010 0.214
H -2.410 -1.564 4.327 0.024 0.009 -0.001 0.210
H -1.778 -0.830 5.803 0.033 0.006 0.002 0.214
H -2.626 0.164 4.629 0.021 -0.002 -0.008 0.205
H 2.880 0.686 -0.784 -0.001 -0.079 -0.023 0.181
H 1.138 0.875 -0.679 -0.046 0.019 0.031 0.211
```
Forces are in eV/Å.

Values from the calculation:
SMILES: CCN1CCC[C@@H](ONC(=O)[C@H](CNC(=O)Cc2cnns2)C(C)(C)C)C1
Kohn-Sham gap in eV: 9.393
Net charge: 0
HOMO in eV: -9.1
Lowest unoccupied orbital energy in eV: 0.3

Let's list DFT total energy in order: -44782.2931 -49405.5655 -43596.4207 eV.
Let's list maximum force in order: 1.53 1.12 0.48 eV/Å.